No. 1
Entry from the OMol25 dataset: an isolated molecule of C6H10O (ωB97M-V/def2-TZVPD).

Geometry as XYZ:
```
17
Properties=species:S:1:pos:R:3:nbo_charge:R:1
C -0.16834 1.42026 -1.46306 -0.6152
C -0.36688 -0.01480 -1.00834 0.0972
O 0.90348 -0.66187 -0.93849 -0.5354
C 0.98337 -1.49756 0.20894 -0.0589
C -0.01183 -0.94383 1.21018 -0.2574
C 0.04080 0.53722 1.42805 -0.4271
C -0.90458 -0.04605 0.41129 -0.2530
H 0.49428 1.91347 -0.74648 0.2092
H -1.13094 1.94206 -1.43985 0.2078
H 0.28151 1.50735 -2.45491 0.2161
H -1.03346 -0.55955 -1.70132 0.1721
H 0.72427 -2.54338 -0.02386 0.1674
H 2.02445 -1.46392 0.55235 0.1862
H -0.39612 -1.58242 1.99841 0.2248
H 0.93418 1.05161 1.07756 0.2160
H -0.39365 0.95443 2.33079 0.2220
H -1.98053 -0.01299 0.55874 0.2281
```

## Properties
orbital gap = 10.7 eV
energy relative to the best compared isomer or geometry (same formula, charge and spin) = 61.8 kJ/mol
structure (SMILES) = C[C@H]1OC[C@H]2C[C@H]21

---

No. 2
Entry from the OMol25 dataset: a structure of composition C6H10O (ωB97M-V/def2-TZVPD).

Geometry as XYZ:
```
17
Properties=species:S:1:pos:R:3:nbo_charge:R:1
C -1.70225 0.24941 1.09644 -0.4022
C -1.98888 0.15749 -0.36827 -0.4114
C -0.96974 -0.75723 0.25827 -0.2641
C 0.51642 -0.62813 0.03117 0.1080
C 1.19476 0.20601 -1.05532 -0.4428
C 2.23740 0.43384 0.05839 -0.0595
O 1.24830 0.09930 1.04362 -0.5289
H -1.12470 1.09674 1.45016 0.2270
H -2.44192 -0.12747 1.79642 0.2147
H -2.93090 -0.28320 -0.68266 0.2150
H -1.63443 0.96019 -1.00845 0.2119
H -1.29305 -1.78662 0.38530 0.2150
H 0.93828 -1.64640 -0.03147 0.1654
H 1.44977 -0.27194 -2.00275 0.2078
H 0.78438 1.18317 -1.22651 0.2041
H 3.03845 -0.31218 0.03069 0.1587
H 2.67810 1.42700 0.22498 0.1815
```

## Properties
orbital gap = 10.7 eV
energy relative to the best compared isomer or geometry (same formula, charge and spin) = 169.1 kJ/mol

---

No. 3
Entry from the OMol25 dataset: an isolated molecule of C6H10O (ωB97M-V/def2-TZVPD).

Geometry as XYZ:
```
17
Properties=species:S:1:pos:R:3:nbo_charge:R:1
C 0.99648 1.94199 -0.93492 -0.6046
C 0.99029 0.53496 -0.34861 -0.3776
C -0.13625 -0.33351 -0.93712 -0.4686
C -0.32297 -1.59992 -0.15141 -0.0347
C -0.84951 -1.68988 1.08031 -0.3633
C -1.40752 -0.55650 1.84362 0.3895
O -1.47868 0.59493 1.45863 -0.5379
H 1.20452 1.93392 -2.01110 0.1985
H 1.75425 2.56552 -0.44897 0.2107
H 0.02142 2.41729 -0.77899 0.2108
H 1.95760 0.04351 -0.51424 0.1932
H 0.84657 0.60157 0.73318 0.2115
H -1.06464 0.24679 -0.91301 0.2395
H 0.08643 -0.57159 -1.98414 0.2062
H 0.03245 -2.52429 -0.60803 0.2029
H -0.89546 -2.65749 1.57597 0.2126
H -1.78598 -0.82077 2.85298 0.1114
```

## Properties
orbital gap = 10.0 eV
energy relative to the best compared isomer or geometry (same formula, charge and spin) = 46.3 kJ/mol
structure (SMILES) = CCC/C=C\C=O

---

| no. | highest occupied orbital energy (eV) |
| --- | --- |
| 1 | -9.59 |
| 2 | -9.54 |
| 3 | -9.78 |